# 1
Computed, not measured: a structure of composition C40H43O9P3PbS5Sb at a distorted geometry, with wB97M-V/def2-TZVPD.

Element x y z (Å)
Pb -1.190 1.965 2.093
C -4.587 -6.213 -0.981
C -3.934 -4.870 -0.840
C -3.965 -4.185 0.369
C -3.360 -2.945 0.505
C -2.713 -2.396 -0.586
C -2.675 -3.060 -1.802
C -3.280 -4.295 -1.925
S -1.927 -0.757 -0.508
O -1.838 -0.379 -1.935
C -0.319 -1.483 -0.068
C -0.263 -2.062 1.211
C 0.891 -2.622 1.666
C 2.042 -2.632 0.849
C 3.254 -3.210 1.290
C 4.354 -3.243 0.483
C 4.305 -2.665 -0.794
C 3.157 -2.075 -1.239
C 1.988 -2.058 -0.446
C 0.768 -1.464 -0.903
C 0.740 -0.942 -2.295
C 0.819 -1.883 -3.361
C 0.774 -3.279 -3.130
C 0.910 -4.164 -4.162
C 1.090 -3.704 -5.477
C 1.092 -2.363 -5.735
C 0.949 -1.420 -4.695
C 0.953 -0.029 -4.942
C 0.844 0.856 -3.911
C 0.739 0.399 -2.587
S 0.707 1.606 -1.220
O 2.069 2.200 -1.259
C -0.338 2.862 -2.002
C -1.538 2.548 -2.620
C -2.359 3.569 -3.058
C -2.016 4.901 -2.868
C -2.970 6.000 -3.225
C -0.798 5.194 -2.274
C 0.042 4.181 -1.843
H -5.143 -6.479 -0.082
H -3.833 -6.983 -1.154
H -5.277 -6.225 -1.830
H -4.475 -4.628 1.220
H -3.392 -2.412 1.453
H -2.181 -2.585 -2.641
H -3.245 -4.823 -2.875
H -1.140 -2.051 1.840
H 0.929 -3.045 2.670
H 3.292 -3.630 2.288
H 5.276 -3.703 0.830
H 5.185 -2.676 -1.423
H 3.140 -1.609 -2.217
H 0.634 -3.642 -2.117
H 0.885 -5.226 -3.967
H 1.213 -4.415 -6.284
H 1.212 -1.999 -6.746
H 1.041 0.322 -5.965
H 0.853 1.925 -4.090
H -1.839 1.516 -2.730
H -3.316 3.322 -3.515
H -3.531 5.771 -4.138
H -2.455 6.955 -3.360
H -3.691 6.125 -2.402
H -0.513 6.230 -2.107
H 0.982 4.408 -1.353
O -2.610 -1.515 3.364
P -1.368 -0.829 4.155
O -0.666 -1.795 5.017
O -0.516 -0.093 3.144
O -2.146 0.283 5.060
P -3.530 0.950 4.499
O -3.788 2.021 5.661
O -4.591 -0.088 4.471
O -3.239 1.681 3.216
H -3.479 -1.148 3.739
H -3.104 2.715 5.590
S -4.197 5.936 3.152
Sb -2.226 5.202 2.214
S -0.830 3.903 3.766
S -2.523 3.744 0.370
C 2.243 0.563 4.818
C 2.467 1.892 4.106
P 1.714 1.955 2.410
C 2.677 0.631 1.533
C 4.130 0.895 1.168
C 2.379 3.576 1.758
C 3.721 4.120 2.236
H 2.448 0.667 5.890
H 2.906 -0.218 4.428
H 1.220 0.213 4.703
H 3.533 2.117 4.045
H 1.986 2.695 4.669
H 2.118 0.413 0.627
H 2.585 -0.250 2.159
H 4.186 1.710 0.443
H 4.567 -0.001 0.713
H 4.728 1.157 2.049
H 1.604 4.303 2.006
H 2.388 3.455 0.677
H 3.736 4.238 3.327
H 3.898 5.107 1.793
H 4.550 3.471 1.944

## Properties
- net charge = -2
- energy relative to the best compared isomer or geometry (same formula, charge and spin) (kJ/mol) = 0.0
- multiplicity = 2

Here are the Mulliken charges for atoms 1 to 2, given in e:
1 Pb 1.6104
2 C -1.4983

---

# 2
Computed, not measured: the molecule C3H6O4S at a distorted geometry, with wB97M-V/def2-TZVPD.

Element x y z (Å)
C 1.721 -0.201 -0.059
C -0.665 0.320 0.012
C 0.440 -0.540 0.651
O 4.089 0.201 -0.455
O 1.878 -0.308 -1.351
O -0.430 1.687 0.279
O 0.172 -1.902 0.353
S 3.145 0.140 0.700
H -0.713 0.263 -1.140
H -1.710 0.140 0.259
H 0.349 -0.549 1.765
H 2.852 -0.248 -1.569
H -0.156 2.179 -0.463
H -0.703 -1.967 0.657

## Properties
- energy relative to the best compared isomer or geometry (same formula, charge and spin) (kJ/mol) = 207.6

Here are the natural (NBO) charges for atoms 1 to 2, given in e:
1 C 0.0978
2 C -0.0979

---

# 3
Computed, not measured: a structure of composition C4H6S at a distorted geometry, with wB97M-V/def2-TZVPD.

Element x y z (Å)
C -0.437 1.065 -0.759
C -0.297 1.960 0.305
C 0.499 0.070 -0.107
C -0.101 -1.918 0.250
S 0.800 1.051 1.345
H -0.705 1.241 -1.796
H -0.625 2.984 0.556
H 1.404 -0.116 -0.763
H 0.236 -1.912 1.191
H 0.425 -2.404 -0.520
H -1.198 -2.022 0.296

## Properties
- energy relative to the best compared isomer or geometry (same formula, charge and spin) (kJ/mol) = 180.2
- multiplicity = 3

Here are the natural (NBO) charges for atoms 1 to 2, given in e:
1 C -0.1792
2 C -0.4219

---

# 4
Computed, not measured: a cluster of 3 separate species, CH7O2S in total, with wB97M-V/def2-TZVPD.

Element x y z (Å)
C 0.537 -1.200 1.295
S 0.706 -1.384 -0.518
H -0.408 -0.741 1.612
H 0.610 -2.140 1.829
H 1.340 -0.535 1.620
H -1.090 -0.093 -0.810
H -2.312 0.877 -1.108
O -2.007 0.170 -0.536
H 1.116 0.966 -0.926
H 0.294 2.182 -1.198
O 1.213 1.898 -1.260

## Properties
- net charge = -1
- energy relative to the best compared isomer or geometry (same formula, charge and spin) (kJ/mol) = 18.1

Here are the natural (NBO) charges for atoms 1 to 2, given in e:
1 C -0.7343
2 S -0.6910

---

# 5
Computed, not measured: a cluster of 6 separate species, C18H51O21P5 in total at a distorted geometry, with wB97M-V/def2-TZVPD.

Element x y z (Å)
C -2.453 9.803 0.555
O -2.608 8.549 1.310
P -1.825 7.278 0.886
O -1.824 7.035 -0.589
O -0.375 7.361 1.495
C 0.661 6.575 0.930
O -2.339 5.879 1.692
C -2.949 4.712 1.103
H -2.799 9.608 -0.670
H -1.464 10.176 0.556
H -3.079 10.501 0.848
H 1.700 7.049 1.050
H 0.567 6.561 -0.235
H 0.402 5.597 1.173
H -2.453 4.586 0.041
H -3.890 4.975 0.780
H -2.905 3.783 1.545
C 1.105 -0.668 5.137
O 1.285 0.497 4.278
P 2.765 0.515 3.502
O 3.375 1.715 4.180
O 3.774 -0.747 3.694
C 4.856 -0.648 4.514
O 2.711 0.965 1.997
C 1.933 2.105 1.564
H 1.512 -1.744 4.735
H 0.060 -0.648 5.366
H 1.809 -0.557 6.052
H 4.315 -0.267 5.451
H 5.561 0.006 4.244
H 5.142 -1.641 4.967
H 2.626 2.262 0.752
H 2.223 3.209 1.912
H 0.872 2.016 1.590
C -0.625 1.415 -2.778
O -1.286 1.638 -3.989
P -2.304 0.511 -4.553
O -2.204 -0.790 -3.862
O -3.667 1.249 -4.083
C -4.140 1.034 -2.839
O -2.734 0.397 -6.155
C -3.906 -0.361 -6.419
H 0.245 0.686 -3.050
H -1.349 0.970 -2.143
H -0.128 2.448 -2.462
H -3.713 1.795 -2.237
H -4.118 0.124 -2.284
H -5.043 1.293 -2.703
H -4.266 -0.389 -7.383
H -4.758 -0.155 -6.013
H -3.678 -1.500 -6.156
C 1.947 -4.568 -4.344
O 0.786 -5.081 -3.816
P 0.685 -5.370 -2.301
O 1.833 -4.742 -1.585
O -0.692 -4.642 -1.963
C -0.774 -3.290 -2.427
O 0.562 -6.910 -1.990
C 0.532 -7.432 -0.721
H 2.645 -5.320 -4.371
H 2.252 -3.722 -3.980
H 1.866 -4.222 -5.327
H -0.092 -2.628 -1.953
H -1.755 -2.922 -2.176
H -0.657 -3.437 -3.477
H 0.587 -8.484 -0.638
H -0.343 -7.131 -0.082
H 1.409 -7.051 -0.205
C 4.045 -3.981 1.776
O 3.574 -3.327 0.731
P 2.049 -2.873 0.728
O 1.949 -1.982 1.916
O 1.743 -2.086 -0.627
C 2.427 -0.912 -0.993
O 0.991 -4.141 1.154
C 0.247 -4.173 2.275
H 3.824 -3.661 2.682
H 5.167 -4.083 1.607
H 3.848 -5.159 1.905
H 2.038 0.076 -0.478
H 2.103 -0.745 -1.883
H 3.529 -0.859 -0.890
H -0.307 -5.180 2.225
H -0.358 -3.231 2.123
H 1.018 -4.077 2.925
C -1.111 -0.745 0.940
C -2.099 0.471 1.264
C -2.671 0.548 2.675
O -2.198 1.357 0.423
H -0.243 -0.173 0.683
H -1.601 -1.177 -0.001
H -1.049 -1.373 1.757
H -3.411 1.377 2.786
H -1.871 0.680 3.412
H -3.005 -0.415 2.986

## Properties
- structure (SMILES) = COP(=O)(OC)OC.COP(=O)(OC)OC.COP(=O)(OC)OC.COP(=O)(OC)OC.COP(=O)(OC)OC.CC(C)=O
- energy relative to the best compared isomer or geometry (same formula, charge and spin) (kJ/mol) = 119.2

Here are the Mulliken charges for atoms 1 to 2, given in e:
1 C -0.6836
2 O -0.3247

---

# 6
Computed, not measured: a cluster of 3 separate species, C29H28NO8 in total at a distorted geometry, with wB97M-V/def2-TZVPD.

Element x y z (Å)
C -0.610 -5.742 -4.539
C -0.397 -4.338 -4.622
C -0.183 -2.744 -4.299
C -1.100 -1.632 -5.145
C -0.990 0.008 -4.894
C 0.086 0.533 -3.756
C 0.972 -0.584 -2.934
C 0.888 -2.226 -3.173
C 1.874 -3.211 -2.262
O 2.452 -4.328 -2.710
C 2.097 -2.707 -0.683
C 2.233 -3.739 0.595
C 2.397 -3.063 2.113
C 2.427 -1.404 2.325
C 2.543 -0.832 3.855
O 1.534 -0.665 4.723
O 3.930 -0.496 4.321
C 2.343 -0.374 1.057
N 2.357 1.128 1.083
C 1.018 1.748 1.392
C 0.475 2.879 0.285
O 0.213 1.453 2.422
C 3.501 1.727 1.855
C 3.110 2.596 3.229
O 4.806 1.673 1.524
C 2.173 -1.081 -0.449
C 2.034 -0.099 -1.753
O 2.673 1.053 -1.966
H -1.015 -6.859 -4.533
H -1.887 -1.968 -5.963
H -1.639 0.801 -5.477
H 0.233 1.684 -3.488
H 2.186 -4.907 0.411
H 2.498 -3.768 3.064
H 1.423 3.565 0.074
H 0.274 2.295 -0.727
H -0.462 3.471 0.659
H 2.394 1.953 3.935
H 2.468 3.563 2.959
H 4.056 2.883 3.865
C -2.579 5.469 -2.879
C -2.251 5.296 -4.340
C -1.189 4.219 -4.300
O -1.474 3.395 -3.162
C -2.463 4.054 -2.358
H -3.562 5.911 -2.699
H -1.824 6.106 -2.402
H -3.134 4.931 -4.877
H -1.911 6.213 -4.826
H -0.192 4.649 -4.160
H -1.181 3.605 -5.206
H -3.406 3.509 -2.476
H -2.168 4.016 -1.306
C -2.172 -2.360 5.625
C -2.550 -3.808 5.444
C -2.672 -3.917 3.940
O -1.751 -2.973 3.378
C -1.283 -2.113 4.426
H -1.674 -2.152 6.575
H -3.069 -1.732 5.562
H -1.737 -4.451 5.801
H -3.466 -4.092 5.968
H -3.677 -3.645 3.601
H -2.440 -4.921 3.572
H -0.244 -2.382 4.641
H -1.312 -1.072 4.090

## Properties
- net charge = -1

Here are the natural (NBO) charges for atoms 1 to 2, given in e:
1 C -0.2549
2 C -0.0514

---

What did we get for calculated total energy? Answer: -5675.78614 -816.98153 -553.93646 -591.00548 -4003.18473 -1777.60056 hartree, in the order shown.